[1]
This record from the OMol25 dataset describes a structure of composition C27H18N5O2RbS2. The level of theory is ωB97M-V with the def2-TZVPD basis set.

The geometry in XYZ format:
```
55
Properties=species:S:1:pos:R:3:nbo_charge:R:1
Rb 0.92 0.29 0.31 0.917
C -2.83 -0.36 3.42 -0.240
C -3.76 0.63 3.16 -0.156
C -3.81 1.17 1.88 -0.238
C -2.93 0.69 0.92 0.158
N -2.03 -0.26 1.17 -0.438
C -1.99 -0.76 2.40 0.058
C -2.92 1.29 -0.44 0.221
C -4.12 1.69 -1.04 -0.238
C -4.07 2.28 -2.29 -0.177
C -2.84 2.47 -2.90 -0.265
C -1.70 2.03 -2.24 0.175
N -1.74 1.46 -1.03 -0.374
C -0.35 2.19 -2.86 0.187
C -0.19 2.21 -4.24 -0.244
C 1.07 2.37 -4.78 -0.176
C 2.15 2.50 -3.91 -0.263
C 1.90 2.45 -2.55 0.055
N 0.69 2.29 -2.03 -0.392
H -2.70 -0.75 4.42 0.239
H -4.38 1.04 3.95 0.224
H -4.46 2.00 1.66 0.214
H -1.22 -1.50 2.60 0.205
H -5.06 1.51 -0.54 0.217
H -4.98 2.61 -2.77 0.202
H -2.77 2.96 -3.86 0.205
H -1.05 2.07 -4.89 0.209
H 1.22 2.38 -5.85 0.204
H 3.16 2.62 -4.28 0.212
H 2.71 2.52 -1.84 0.200
S -0.33 2.80 2.21 -0.433
C -0.32 1.86 3.64 -0.210
S 0.78 0.57 3.88 -0.434
C -1.28 2.15 4.66 -0.586
C -1.43 1.35 5.83 0.362
N -1.63 0.75 6.80 -0.494
C -2.29 3.14 4.51 0.367
N -3.15 3.92 4.46 -0.498
C 4.11 -2.79 2.03 -0.717
C 3.59 -2.21 0.72 0.565
O 3.48 -0.99 0.65 -0.601
C 3.30 -3.13 -0.39 -0.285
C 3.95 -4.37 -0.42 -0.160
C 3.82 -5.27 -1.46 -0.362
C 2.97 -4.92 -2.53 -0.195
C 2.29 -3.74 -2.53 -0.328
C 2.38 -2.77 -1.45 0.437
O 1.65 -1.75 -1.47 -0.750
H 3.94 -2.05 2.80 0.245
H 5.19 -2.97 1.96 0.209
H 3.63 -3.73 2.29 0.211
H 4.60 -4.63 0.41 0.188
H 4.35 -6.21 -1.44 0.186
H 2.85 -5.61 -3.36 0.183
H 1.63 -3.47 -3.35 0.197
```

Calculated values
DFT total energy (eV): -62165.347
HOMO energy (eV): -0.923
Relative energy (zero: lowest compared OMol25 entry of this formula, charge and spin) (kcal per mole): 5.5
Charge: -2
HOMO-LUMO gap (eV): 4.57


[2]
This record from the OMol25 dataset describes a structure of composition C27H19AgBr2N5O. The level of theory is ωB97M-V with the def2-TZVPD basis set.

The geometry in XYZ format:
```
55
Properties=species:S:1:pos:R:3:nbo_charge:R:1
Ag -0.01 -1.04 -1.11 0.874
C 1.78 4.11 0.77 -0.265
C 1.55 3.37 1.93 -0.225
C 1.47 1.98 1.88 -0.227
C 1.63 1.29 0.67 0.146
C 1.86 2.05 -0.48 -0.249
C 1.93 3.43 -0.43 -0.191
N 1.39 -0.08 0.55 -0.623
C 1.93 -0.98 1.33 0.219
C 2.96 -0.74 2.32 -0.290
C 3.32 -1.70 3.21 -0.179
C 2.76 -3.01 3.19 -0.316
C 1.87 -3.32 2.20 -0.180
C 1.48 -2.36 1.24 0.030
N 0.70 -2.70 0.15 -0.208
N 0.07 -3.79 0.18 -0.298
C -0.67 -4.04 -1.01 0.322
C -0.93 -5.38 -1.32 -0.252
C -1.69 -5.67 -2.44 -0.173
C -2.18 -4.62 -3.22 -0.288
C -1.88 -3.33 -2.82 0.060
N -1.16 -3.05 -1.74 -0.486
H 1.81 5.19 0.81 0.204
H 1.40 3.88 2.88 0.198
H 1.25 1.42 2.78 0.203
H 1.92 1.52 -1.43 0.228
H 2.08 3.99 -1.35 0.210
H 3.41 0.24 2.36 0.217
H 4.08 -1.47 3.95 0.197
H 3.07 -3.76 3.91 0.199
H 1.46 -4.32 2.12 0.219
H -0.52 -6.15 -0.69 0.222
H -1.89 -6.70 -2.71 0.207
H -2.79 -4.80 -4.09 0.214
H -2.24 -2.47 -3.38 0.209
C -1.96 -0.28 1.83 -0.646
C -1.95 0.95 0.95 0.228
C -2.30 2.22 1.45 -0.254
C -2.18 3.31 0.63 -0.147
C -1.70 3.16 -0.69 -0.119
C -1.51 4.23 -1.60 -0.120
Br -1.88 6.03 -1.09 -0.009
C -1.03 3.99 -2.85 -0.228
C -0.71 2.69 -3.26 -0.245
Br 0.01 2.46 -5.01 0.008
C -0.83 1.56 -2.44 0.444
O -0.47 0.39 -2.78 -0.792
C -1.39 1.85 -1.11 0.088
N -1.54 0.79 -0.28 -0.456
H -2.48 -0.10 2.77 0.200
H -0.93 -0.58 2.05 0.242
H -2.43 -1.11 1.31 0.229
H -2.63 2.33 2.47 0.206
H -2.42 4.30 0.99 0.219
H -0.88 4.81 -3.54 0.227
```

Calculated values
DFT total energy (eV): -181891.607
HOMO energy (eV): -3.959
Relative energy (zero: lowest compared OMol25 entry of this formula, charge and spin) (kcal per mole): 0.8
Charge: -1
HOMO-LUMO gap (eV): 6.11


Which value of HOMO energy does entry 1 give? -0.923 eV


Which value of DFT total energy does entry 1 give? -62165.347 eV


Look up the HOMO-LUMO gap of the first one. 4.57 eV


What is the formula in the second record? C27H19AgBr2N5O